Record 1
Density functional theory data (ωB97M-V/def2-TZVPD) for a 2-piece molecular cluster, C14H20ClO3 overall in a non-equilibrium geometry.

```
38
Properties=species:S:1:pos:R:3:forces:R:3
Cl -0.212 1.183 1.354 0.5 0.5 1.3
O -0.873 -3.274 1.204 0.1 -0.1 0.0
O -3.776 -1.963 5.435 0.0 0.0 0.0
O 2.801 1.462 -3.191 0.0 0.0 -0.2
C -1.158 -1.811 3.036 0.1 0.0 -0.1
C 1.923 0.410 -2.777 0.1 -0.1 0.1
C 4.251 2.385 -1.463 0.0 -0.2 0.1
C -1.546 2.269 -1.841 0.0 -0.1 0.2
C -1.887 -1.493 4.103 0.0 0.0 0.0
C -3.109 -2.248 4.460 0.0 0.0 0.0
C -0.933 0.328 -0.234 -0.6 -1.0 -2.4
C -3.497 -3.381 3.582 0.0 0.0 0.0
C 1.312 0.588 -1.394 0.0 0.2 -0.5
C 0.025 -0.190 -1.203 0.2 -0.1 1.2
C -1.538 -2.951 2.160 0.0 0.0 0.1
C -2.770 -3.707 2.517 0.0 0.0 0.0
C 4.082 1.423 -2.623 0.0 0.2 0.0
C -2.000 1.298 -0.751 0.1 0.2 0.2
H -1.452 -0.538 0.172 -0.1 0.1 0.4
H 0.285 -1.195 -0.861 0.1 -0.2 -0.2
H -1.682 1.824 -2.821 0.0 0.0 -0.2
H 4.123 3.409 -1.800 0.0 0.2 0.0
H -1.629 -0.667 4.753 0.0 0.0 0.0
H -2.778 0.657 -1.163 -0.2 0.0 -0.1
H -2.109 3.197 -1.776 -0.1 0.1 -0.1
H -4.395 -3.918 3.862 0.0 0.0 0.0
H 3.537 2.181 -0.671 -0.1 0.0 0.0
H -0.272 -1.257 2.748 -0.1 0.1 -0.1
H 4.788 1.711 -3.406 0.1 0.0 -0.1
H 2.486 -0.530 -2.808 0.0 -0.2 -0.1
H 4.336 0.406 -2.314 0.0 -0.2 0.1
H 1.182 1.661 -1.248 -0.1 0.1 0.0
H 1.140 0.349 -3.525 -0.2 0.1 -0.1
H -0.493 2.504 -1.750 0.1 0.2 0.1
H 5.250 2.264 -1.044 0.2 0.1 0.0
H 2.073 0.292 -0.657 0.0 0.0 0.2
H -3.030 -4.530 1.864 0.0 0.0 0.0
H -2.453 1.853 0.071 0.0 0.0 0.1
```
Positions in Å, forces in eV/Å.

Calculated values
F_max: 2.7 eV/Å
Charge: -1
2S+1: 1
Calculated total energy: -33505.2462 eV

=====

Record 2
Density functional theory data (ωB97M-V/def2-TZVPD) for C43H44IN9O10S2Sr as an isolated structure in a non-equilibrium geometry.

```
110
Properties=species:S:1:pos:R:3:forces:R:3
I 1.176 0.942 -6.340 0.0 0.0 0.0
Sr 0.273 0.266 -1.182 -0.3 -0.4 -1.2
S 0.708 3.451 2.924 -0.1 0.0 -0.1
S 3.442 0.154 1.914 0.3 0.1 0.2
O 2.194 -1.038 -0.671 0.8 -0.5 0.4
O -2.060 0.728 -0.956 -1.2 -0.1 -0.1
O 1.582 2.079 -0.812 0.9 1.7 -0.3
O -0.292 -3.560 2.426 -0.4 -0.2 0.3
O 2.285 -2.096 -4.570 -0.1 0.0 0.1
O -2.138 -0.475 -2.840 0.0 0.3 0.2
O 2.306 -4.910 2.083 0.3 -0.6 0.4
O 3.930 -3.290 0.279 0.6 -0.1 -0.1
O 2.477 4.086 -1.323 -0.2 -0.2 0.0
O -0.398 -1.390 0.381 0.0 -0.7 0.7
N -0.183 1.621 1.386 0.3 0.1 0.3
N -0.205 2.308 -2.832 -0.1 0.5 -0.2
N -0.855 -3.470 -3.986 -0.1 0.1 -0.2
N 0.647 -2.144 -2.907 -0.3 -0.2 -0.1
N -4.180 0.232 0.630 -0.4 -0.2 0.0
N -1.236 -2.936 -1.737 0.1 0.3 0.1
N 5.038 1.423 3.654 -0.2 0.1 0.0
N 4.649 -0.813 4.109 0.1 -0.1 -0.2
N 2.482 0.900 -3.700 0.3 -0.2 0.0
C 2.772 -3.079 0.568 -0.5 0.2 0.1
C 4.392 0.258 3.255 0.0 0.1 0.1
C 0.518 4.544 -3.261 0.0 0.1 0.0
C 0.020 2.901 1.444 -0.1 -0.1 0.2
C -1.341 3.639 -4.459 0.0 0.1 0.0
C -6.985 0.027 -1.782 0.1 0.0 0.0
C 5.028 0.184 -4.536 0.0 0.1 -0.1
C -4.479 0.055 4.305 0.0 0.0 0.1
C 0.230 1.009 2.553 -0.2 -0.1 -0.2
C -4.887 0.101 -0.558 0.0 0.2 0.3
C -4.912 -0.037 -2.969 0.0 0.0 0.0
C -4.194 0.045 -1.780 0.1 -0.1 -0.1
C 3.897 -2.048 3.886 0.0 0.1 0.0
C -6.292 0.100 -0.585 0.0 0.0 0.0
C -2.675 0.090 -1.861 -0.1 0.1 -0.2
C 1.901 -1.981 0.102 -0.2 -0.1 0.2
C 0.601 -3.237 1.656 0.3 0.3 -0.3
C -2.135 -4.068 -4.272 0.2 0.0 0.1
C 4.750 0.338 -3.190 0.0 -0.1 0.1
C 0.719 1.841 3.505 0.0 0.0 0.1
C -3.251 1.707 2.818 0.0 -0.1 0.0
C 4.021 0.388 -5.468 0.0 0.0 0.1
C -3.926 0.738 5.535 -0.1 0.0 -0.1
C 1.673 3.156 -1.475 0.1 0.0 0.2
C -5.327 -1.040 4.451 0.0 0.0 0.0
C 2.772 0.713 -4.968 -0.1 0.2 0.3
C -5.440 -1.296 2.066 0.0 0.0 0.0
C 0.615 3.336 -2.582 -0.1 -0.2 0.0
C 3.470 0.710 -2.809 -0.1 0.0 -0.3
C 6.055 -1.093 4.401 -0.1 0.0 0.0
C -4.605 -0.191 1.900 0.0 0.1 -0.2
C 0.219 -3.304 -4.933 0.0 0.0 0.1
C -5.812 -1.706 3.334 0.0 0.0 0.0
C 5.110 1.749 5.071 0.1 0.0 -0.1
C -4.138 0.506 3.026 0.1 0.1 0.0
C -1.154 2.458 -3.759 0.1 0.0 0.2
C -0.484 4.701 -4.205 0.0 -0.1 0.0
C -0.513 -2.810 -2.848 0.3 -0.1 0.0
C 4.964 2.601 2.804 0.1 -0.1 0.1
C -6.300 -0.051 -2.990 0.0 0.0 0.0
C 0.604 -2.141 0.701 0.2 -0.2 -0.2
C 1.943 -3.902 1.525 -0.2 0.5 -0.3
C 1.204 -2.430 -4.126 -0.2 0.0 0.0
H 6.097 2.147 5.328 0.0 0.0 0.0
H -2.300 -4.046 -5.349 0.0 0.0 0.0
H 0.139 -0.068 2.640 0.0 0.1 -0.1
H 4.969 2.311 1.759 0.0 0.0 0.0
H 6.454 -1.813 3.676 0.0 0.0 0.0
H 1.227 5.323 -3.018 0.0 0.0 0.0
H -6.457 -2.570 3.453 0.0 0.0 0.0
H 3.218 0.856 -1.766 0.0 0.0 -0.1
H -2.939 -3.496 -3.803 0.0 0.0 0.0
H -0.996 -2.313 -0.937 -0.2 -0.3 -0.1
H 6.019 -0.100 -4.871 0.0 0.0 0.0
H 4.190 0.270 -6.527 0.0 0.0 0.0
H -5.586 -1.385 5.447 0.0 0.0 0.0
H -6.833 0.191 0.348 0.0 0.0 0.0
H -1.785 1.591 -3.936 0.1 0.0 0.0
H -4.304 1.761 5.632 0.1 0.0 0.0
H -2.197 -5.110 -3.937 0.0 0.0 0.0
H 4.047 3.174 2.981 -0.1 0.0 0.0
H -5.772 -1.849 1.196 0.0 0.0 0.0
H -6.838 -0.110 -3.930 0.0 0.0 0.1
H 6.154 -1.522 5.401 0.0 0.0 0.0
H -0.595 5.636 -4.744 0.0 0.0 0.0
H 4.365 2.514 5.322 0.0 0.0 0.0
H -2.202 -3.200 -1.823 0.0 0.0 0.0
H -2.227 1.396 2.587 -0.2 0.1 0.0
H -3.198 0.451 0.491 0.2 0.1 0.0
H 5.503 0.158 -2.433 -0.1 0.0 0.0
H 6.646 -0.183 4.344 0.0 0.0 0.0
H -3.218 2.349 3.697 0.0 0.0 0.0
H 0.687 -4.256 -5.195 0.0 0.0 0.0
H 2.833 -1.836 3.816 0.0 0.0 0.0
H -2.139 3.720 -5.187 0.0 0.0 0.0
H -0.086 -2.787 -5.846 0.0 0.0 0.0
H 4.075 -2.712 4.736 0.0 0.0 0.0
H -4.211 0.189 6.434 0.0 0.0 0.0
H 1.118 1.596 4.479 0.0 0.0 -0.1
H 5.829 3.237 3.018 -0.1 0.0 0.0
H -8.069 0.038 -1.771 0.0 0.0 0.0
H -2.835 0.791 5.497 -0.1 0.0 0.0
H 4.915 0.866 5.672 0.0 0.0 0.0
H -4.343 -0.098 -3.889 0.0 0.0 0.0
H -3.600 2.292 1.965 0.0 0.0 0.0
H 4.205 -2.553 2.966 0.0 0.0 0.0
H -0.230 3.605 0.658 0.1 -0.2 0.0
```
Positions in Å, forces in eV/Å.

Calculated values
Energy above the lowest of the compared OMol25 structures with the same formula, charge and spin: 114.8 kJ/mol
F_max: 1.9 eV/Å
Charge: -2
2S+1: 1
Calculated total energy: -109806.2204 eV

=====

Record 3
Density functional theory data (ωB97M-V/def2-TZVPD) for one molecule with the formula C8H8BrNO2 in a non-equilibrium geometry.

```
20
Properties=species:S:1:pos:R:3:forces:R:3
Br -0.919 0.140 3.448 -0.8 -0.3 -1.5
O -2.346 -1.984 -0.513 -1.5 0.1 -0.7
O -0.990 -1.399 1.149 -0.1 0.5 1.0
N -4.148 -1.216 2.592 0.4 0.2 -0.4
C -0.720 1.279 0.361 -1.2 0.2 -0.4
C -1.903 -0.425 1.673 2.8 1.1 0.0
C 1.732 1.997 -0.296 -0.3 2.4 -1.0
C -2.056 0.771 0.712 0.8 0.6 1.6
C 0.329 1.676 -0.056 0.5 0.0 1.4
C -3.149 -0.876 2.129 -2.1 -1.4 1.1
C -0.139 -2.809 -0.523 1.8 -1.4 3.5
C -1.277 -2.051 -0.009 -0.1 0.8 0.6
H -0.150 -3.811 0.153 0.3 2.1 -1.9
H -2.576 0.389 -0.119 -0.5 -0.6 -1.4
H 1.761 1.996 -1.413 0.8 0.6 0.8
H 0.831 -2.258 -0.331 -1.1 -0.8 -0.2
H 2.347 1.201 0.014 0.7 -1.0 0.5
H 2.147 2.989 0.220 -1.2 -2.0 -1.4
H -0.323 -2.965 -1.535 -0.1 -0.7 -1.7
H -2.763 1.525 1.127 0.8 -0.3 0.1
```
Positions in Å, forces in eV/Å.

Calculated values
Energy above the lowest of the compared OMol25 structures with the same formula, charge and spin: 210.8 kJ/mol
F_max: 4.2 eV/Å
Charge: 0
2S+1: 1
Calculated total energy: -84050.2119 eV

=====

Record 4
Density functional theory data (ωB97M-V/def2-TZVPD) for C4H7N3O as an isolated structure in a non-equilibrium geometry.

```
15
Properties=species:S:1:pos:R:3:forces:R:3
O 0.494 1.644 0.105 -4.4 -2.1 1.1
N 0.361 -0.607 -0.195 5.4 -5.1 -0.3
N 2.744 -1.218 -0.007 -1.5 0.0 0.9
N -1.567 0.480 -0.187 2.2 -4.5 0.0
C 1.809 -0.325 -0.117 -2.1 -4.7 0.7
C -2.359 -0.875 0.052 -1.8 3.4 0.9
C 1.708 1.106 -0.012 9.1 6.1 -2.0
C -0.196 0.458 -0.096 -6.4 3.9 0.5
H -1.985 1.322 -0.098 -2.0 2.8 0.6
H 2.417 -2.269 0.228 0.3 3.4 -1.3
H -3.114 -0.370 1.230 2.2 -2.4 -3.4
H -1.498 -1.902 0.238 -3.2 3.7 -0.9
H -3.272 -0.734 -0.906 3.0 -1.5 3.1
H 2.489 1.540 0.769 -1.8 -0.9 -1.3
H 1.970 1.749 -1.005 1.0 -2.1 1.6
```
Positions in Å, forces in eV/Å.

Calculated values
Energy above the lowest of the compared OMol25 structures with the same formula, charge and spin: 628.7 kJ/mol
F_max: 11.1 eV/Å
Charge: 0
2S+1: 1
Calculated total energy: -10773.2314 eV

=====

| no. | HOMO energy (eV) | gap between HOMO and LUMO (eV) | M (g/mol) |
| --- | --- | --- | --- |
| 1 | -2.24 | 3.2 | 271.76 |
| 2 | -1.55 | 5.1 | 1125.54 |
| 3 | -10.03 | 9.6 | 230.06 |
| 4 | -9.03 | 9.6 | 113.12 |